12 unconnected molecules or ions with the total composition C27H74N4O21 in a non-equilibrium geometry, computed with ωB97M-V with the def2-TZVPD basis set.

Output
HOMO	-9.47	eV
total charge	0
SMILES	C[N+](=O)[O-].C[N+](=O)[O-].C[N+](=O)[O-].C[N+](=O)[O-].COCCOC.COCCOC.COCCOC.COCCOC.COCCOC.CO.CO.CO
lowest unoccupied orbital energy	0.15	eV
DFT total energy	-2871.47263	Eh
HOMO-LUMO gap	0.3534	Ha

Cartesian coordinates (Å):
C1 6.267350 6.137043 23.229680
O1 7.062707 5.479264 22.229399
H1 5.534146 6.781325 22.760938
H2 5.738571 5.407240 23.896858
H3 6.879698 6.759814 23.896414
H4 7.714584 4.949008 22.748408
C2 2.093465 11.675685 21.635726
O2 1.652903 10.788840 22.685955
H5 3.008915 12.165841 21.919020
H6 2.169056 11.160546 20.637723
H7 1.352684 12.431417 21.565832
H8 1.213650 11.296393 23.399971
C3 3.435281 8.867665 24.659264
O3 3.238527 8.766852 23.258263
H9 4.401387 8.469810 24.990978
H10 3.348905 9.935779 25.002891
H11 2.660525 8.293960 25.159942
H12 2.705865 9.522662 22.952021
C4 6.120226 9.716286 21.742091
N1 6.621433 10.447285 20.541407
O4 5.952667 11.336998 20.084747
O5 7.692313 10.107397 20.023061
H13 6.875285 9.121816 22.178900
H14 5.386447 8.985460 21.382842
H15 5.699669 10.442171 22.473430
C5 9.620337 6.900789 20.506581
N2 10.379652 7.593173 21.548276
O6 11.558040 7.765519 21.331347
O7 9.787353 7.990885 22.568869
H16 10.306454 6.312061 20.002808
H17 9.239687 7.723245 19.894435
H18 8.756167 6.378127 20.876511
C6 7.909311 12.636842 17.044267
N3 7.897823 13.960172 17.695442
O8 8.948737 14.368740 18.138849
O9 6.890267 14.670306 17.670812
H19 6.898060 12.303390 16.974342
H20 8.396751 11.846027 17.616703
H21 8.466068 12.814771 16.162237
C7 8.748499 8.304497 17.126146
N4 7.906811 8.742451 15.956891
O10 7.795270 9.941706 15.770342
O11 7.302950 7.893254 15.355231
H22 8.717904 7.262078 17.205930
H23 8.342225 8.732831 18.047496
H24 9.745021 8.618454 16.987307
C8 5.310260 6.659189 17.820825
O12 5.775980 7.895813 18.282554
C9 5.094703 8.979101 17.650887
C10 3.618232 9.079297 17.957892
O13 3.328285 9.409975 19.290333
C11 2.490461 8.455173 19.936008
H25 4.369516 6.477123 18.305440
H26 6.005523 5.863983 18.157411
H27 5.252315 6.736456 16.708539
H28 5.291719 8.951159 16.564338
H29 5.588525 9.867307 17.950713
H30 3.035554 8.233191 17.589844
H31 3.243803 9.920087 17.399033
H32 2.216634 9.004056 20.800369
H33 3.007013 7.565367 20.268480
H34 1.584730 8.175931 19.397709
C12 -0.928085 13.119887 16.542009
O14 -1.023989 12.032462 17.460240
C13 -0.044614 11.948514 18.446758
C14 1.403551 11.694661 17.875773
O15 1.995328 13.007565 17.880310
C15 3.420477 12.814273 17.700048
H35 -1.658578 12.912545 15.754864
H36 0.004786 13.066165 16.036732
H37 -1.157495 14.089069 16.969278
H38 -0.349901 11.048465 19.063538
H39 0.018921 12.858373 19.056151
H40 1.285908 11.275781 16.853433
H41 1.897201 11.077595 18.592751
H42 3.851316 12.326663 18.621926
H43 3.943312 13.773749 17.613105
H44 3.580346 12.200940 16.836628
C16 7.531009 12.359784 24.053119
O16 8.008469 11.567152 25.133500
C17 9.074655 10.739370 24.799438
C18 9.197345 9.680310 25.924668
O17 7.938212 8.919838 26.037857
C19 6.926105 9.447817 26.844092
H45 8.419508 12.893330 23.636088
H46 6.791511 13.163650 24.286381
H47 7.127020 11.767784 23.205111
H48 9.907022 11.408349 24.479855
H49 8.862516 10.108696 23.931839
H50 9.412941 10.013552 26.950250
H51 9.950724 9.004522 25.631521
H52 6.153740 9.999350 26.329745
H53 7.256131 10.062677 27.671451
H54 6.427880 8.522672 27.224833
C20 11.416236 11.035138 16.360102
O18 12.199768 9.846446 16.388006
C21 13.035788 9.744982 17.586760
C22 12.273261 8.832601 18.593191
O19 10.936743 9.282391 18.820499
C23 10.946888 10.389150 19.761716
H55 10.887093 11.040330 15.393629
H56 12.057077 11.900853 16.492098
H57 10.743377 11.078900 17.207480
H58 13.266900 10.750518 18.005262
H59 13.991566 9.405383 17.225949
H60 12.739060 8.551886 19.570226
H61 12.098806 7.846079 18.068728
H62 11.376616 11.247484 19.272670
H63 11.568237 10.187200 20.646640
H64 9.909466 10.596058 20.097709
C24 7.266114 14.826224 21.185449
O20 5.884853 14.626752 20.947488
C25 5.173093 15.800858 20.680264
C26 3.756883 15.370887 20.404167
O21 3.139991 14.774188 21.472800
C27 2.305007 15.687666 22.246538
H65 7.511699 15.368971 22.110700
H66 7.702842 15.378629 20.349112
H67 7.613096 13.830889 21.275255
H68 5.622655 16.413153 19.894721
H69 5.185046 16.430541 21.616383
H70 3.717678 14.591952 19.635922
H71 3.257462 16.201696 19.966377
H72 1.365743 15.828124 21.679179
H73 2.701934 16.649871 22.345693
H74 2.016366 15.187155 23.190350

Force components x, y, z for each atom (eV/Å):
C 0.02 -0.43 0.91
O 0.49 -0.42 1.13
H -0.13 -0.07 -0.29
H 0.27 0.44 -0.70
H 0.05 -0.02 -0.22
H -0.71 0.56 -0.81
C -0.28 -0.41 -0.21
O -0.35 0.13 0.15
H 0.58 0.00 -0.16
H 0.07 0.24 1.36
H -0.65 0.90 -0.48
H 0.51 -0.39 -0.82
C -0.53 0.94 0.04
O 0.91 -0.40 0.03
H -0.02 0.11 -0.41
H 0.19 -0.86 -0.21
H -0.15 -0.09 0.33
H -0.09 -0.08 0.40
C -1.12 0.34 0.00
N 1.03 -0.23 -0.59
O -0.52 0.26 0.25
O -0.64 -0.24 0.71
H 1.29 -0.25 0.35
H -0.27 0.59 -0.03
H 0.10 -0.62 -0.86
C -1.51 1.50 0.23
N -0.67 0.53 1.96
O 0.06 -0.04 0.33
O 0.75 -0.53 -1.52
H 1.11 -1.11 -1.16
H 0.20 -0.18 -0.20
H -0.10 -0.23 0.60
C -0.41 -0.59 1.17
N -0.40 1.62 0.48
O 0.49 -0.33 0.22
O 0.42 -1.31 -0.17
H -0.64 0.09 -0.78
H 0.35 0.64 0.38
H 0.11 -0.17 -1.19
C -0.84 0.92 0.14
N -0.02 0.19 1.44
O 0.23 -0.08 -0.16
O -0.14 -0.38 -0.59
H -0.27 -1.54 -0.18
H -0.07 0.24 -0.46
H 1.02 0.67 -0.30
C 0.68 -0.13 -0.43
O 0.40 0.94 0.23
C 0.17 -0.92 -0.27
C 0.04 0.46 -0.76
O -0.07 -1.13 0.08
C 0.31 0.67 0.27
H -0.82 -0.49 -0.21
H -0.24 0.51 -0.39
H -0.19 -0.67 0.66
H -0.51 -0.29 0.06
H 0.45 0.94 0.75
H 0.13 -0.29 0.24
H 0.01 0.39 -0.74
H -0.68 0.01 1.09
H 0.39 -0.34 -0.14
H 0.06 0.15 -0.41
C -0.88 -1.19 -0.14
O -0.83 0.36 -0.44
C 0.86 -1.44 0.02
C -2.57 2.13 0.46
O 1.43 -1.01 -0.55
C -0.26 0.50 1.70
H -0.19 0.04 0.27
H 1.16 0.51 -0.23
H 0.27 0.21 0.33
H 0.32 1.11 -0.45
H -0.11 -0.13 0.11
H 0.47 0.03 0.52
H 0.69 -0.71 0.06
H -0.36 0.16 -0.87
H -0.39 -0.13 -0.25
H 0.36 -0.34 -0.63
C 1.12 0.60 -0.94
O -1.88 0.96 0.04
C -0.07 -0.42 0.07
C -1.81 0.81 0.50
O 1.90 0.67 -1.00
C -0.86 -1.49 0.54
H -0.50 -0.11 0.03
H 0.51 -1.02 0.57
H 0.13 0.03 0.60
H 0.28 -0.79 0.74
H -0.28 0.10 -0.35
H 0.12 0.52 -0.43
H 0.77 -1.07 -0.31
H -0.01 0.40 -0.60
H 0.42 0.07 0.26
H 0.17 0.79 0.18
C 0.28 -0.40 -0.09
O 0.64 0.24 1.00
C -1.39 0.63 -0.12
C -0.16 -1.63 -0.91
O 0.67 0.95 1.31
C -0.51 -0.52 0.03
H 0.16 0.16 0.50
H 0.23 0.38 -0.45
H -0.57 -0.21 -0.04
H -0.49 -0.39 -0.19
H 0.30 -0.81 0.21
H 0.11 0.73 -0.85
H 0.43 0.91 0.36
H -0.03 0.61 -0.13
H -0.16 -0.28 -0.21
H 0.67 -0.18 -0.44
C -0.78 0.71 -0.23
O 0.46 0.11 0.08
C -0.04 0.14 1.62
C 0.97 -0.57 -1.64
O -1.39 0.76 2.42
C -1.27 -2.56 -1.21
H -0.40 0.03 0.03
H 0.27 -0.24 -0.04
H 0.99 -0.89 -0.08
H -0.03 -0.20 -0.35
H -0.11 -0.21 -0.63
H 0.52 0.21 -0.15
H -1.04 0.96 -0.09
H 0.16 -0.06 0.14
H 1.11 1.33 0.58
H 0.56 0.44 -0.38

10 unconnected molecules or ions with the total composition C27H74O10 in a non-equilibrium geometry, computed with ωB97M-V with the def2-TZVPD basis set.

Output
HOMO	-9.72	eV
total charge	0
SMILES	CC(C)O.CC(C)O.CC(C)O.CC(C)O.CC(C)O.CC(C)O.CC(C)O.CCO.CCO.CCO
lowest unoccupied orbital energy	0.07	eV
DFT total energy	-1825.40585	Eh
HOMO-LUMO gap	0.3597	Ha
energy above the lowest of the compared OMol25 structures with the same formula, charge and spin	301.9	kJ/mol

Cartesian coordinates (Å):
C1 1.122898 2.828762 -4.717578
C2 1.978033 1.796353 -4.001447
O1 2.862203 2.339395 -3.016769
H1 0.467417 3.261481 -3.960861
H2 0.554686 2.468319 -5.568435
H3 1.800896 3.610548 -5.068435
H4 2.541575 1.233057 -4.757027
H5 1.369450 1.024900 -3.513848
H6 3.095666 1.580224 -2.476249
C3 -0.609626 1.151948 5.255994
C4 -0.464862 0.824471 3.796791
O2 -0.542030 1.987329 3.000521
H7 -1.503998 1.773511 5.361377
H8 0.208399 1.737877 5.676051
H9 -0.741061 0.277683 5.898971
H10 -1.225488 0.121727 3.417086
H11 0.507774 0.390130 3.531063
H12 -1.465013 2.262266 2.827094
C5 1.117205 -2.739066 3.793410
C6 0.353674 -2.676807 5.121608
O3 0.930566 -3.499384 6.106239
H13 0.964094 -1.924293 3.085072
H14 0.838435 -3.681220 3.320602
H15 2.189508 -2.703979 3.993115
H16 -0.710139 -2.880160 4.935626
H17 0.350040 -1.662195 5.523458
H18 0.867350 -4.416821 5.818511
C7 1.170632 6.136789 -2.599965
C8 1.704955 5.584587 -1.301437
C9 0.835019 4.445737 -0.755671
O4 3.027440 5.098560 -1.523141
H19 0.198079 6.630385 -2.435866
H20 0.922979 5.388067 -3.348646
H21 1.747698 6.968962 -3.002890
H22 1.727539 6.394801 -0.571862
H23 0.540237 3.769670 -1.562527
H24 -0.146686 4.819687 -0.441477
H25 1.332373 3.998772 0.100826
H26 2.981115 4.282588 -2.048706
C10 -2.893250 -3.305995 -3.952487
C11 -3.433887 -1.972110 -4.464144
C12 -3.297349 -0.856040 -3.409047
O5 -2.865511 -1.613614 -5.697819
H27 -3.329444 -3.604980 -2.998632
H28 -1.801899 -3.358803 -3.921389
H29 -3.239396 -4.052427 -4.673368
H30 -4.473770 -2.239279 -4.673729
H31 -2.233990 -0.668721 -3.246403
H32 -3.697017 -1.155878 -2.437206
H33 -3.842033 0.054803 -3.656789
H34 -1.920980 -1.459563 -5.568389
C13 -1.232325 0.899935 -0.565190
C14 -0.240318 -0.259706 -0.687278
C15 0.780990 -0.256750 0.460337
O6 -0.945684 -1.487617 -0.738258
H35 -1.859270 0.761772 0.318246
H36 -1.821214 1.009222 -1.474923
H37 -0.645530 1.813368 -0.436499
H38 0.340857 -0.157272 -1.607651
H39 1.111364 0.771799 0.615911
H40 1.596858 -0.892401 0.123228
H41 0.315216 -0.579772 1.392210
H42 -1.603021 -1.526959 -0.032048
C16 -4.587695 4.479526 2.607686
C17 -3.740599 3.465820 1.805293
C18 -2.581280 4.182250 1.099958
O7 -3.206577 2.473213 2.685546
H43 -4.158560 5.477948 2.665392
H44 -4.789579 4.140677 3.622076
H45 -5.546198 4.556691 2.085791
H46 -4.283560 2.908562 1.034872
H47 -1.937130 3.437003 0.627997
H48 -2.014922 4.724235 1.857670
H49 -2.929676 4.852444 0.317552
H50 -3.895343 1.851870 2.932043
C19 2.106659 -4.617809 -4.004074
C20 1.416754 -3.959525 -2.840877
C21 2.184637 -4.010261 -1.501520
O8 0.828311 -2.667054 -3.139708
H51 2.104540 -5.697289 -3.850692
H52 3.135600 -4.253271 -4.050749
H53 1.576207 -4.459850 -4.941746
H54 0.467908 -4.506514 -2.709835
H55 2.210814 -3.092851 -0.909767
H56 3.256729 -4.058210 -1.735632
H57 1.896172 -4.869645 -0.905012
H58 0.239573 -2.532929 -2.386122
C22 -2.337426 -5.708040 1.794452
C23 -1.587611 -4.379014 1.921957
C24 -0.559175 -4.253224 0.814218
O9 -2.516780 -3.295570 1.755237
H59 -2.908020 -5.648668 0.862383
H60 -2.812795 -5.917309 2.748706
H61 -1.687176 -6.525736 1.466343
H62 -1.174213 -4.299740 2.929831
H63 0.072712 -3.380086 0.979197
H64 -1.069557 -4.117861 -0.141729
H65 0.091280 -5.114693 0.667800
H66 -3.169318 -3.324150 2.461509
C25 4.314945 -0.015084 1.008763
C26 4.732552 1.329146 1.606231
C27 3.548482 2.326708 1.553882
O10 5.162532 1.281471 2.961829
H67 5.144162 -0.699501 1.222251
H68 4.123783 -0.047550 -0.061878
H69 3.472085 -0.468897 1.537644
H70 5.580618 1.642051 0.993010
H71 3.865196 3.284623 1.952358
H72 2.643953 1.937522 2.028721
H73 3.264631 2.341279 0.493778
H74 4.383935 1.359604 3.518101

Force components x, y, z for each atom (eV/Å):
C 0.80 0.58 1.18
C -0.25 -1.34 -0.79
O -0.39 0.26 -0.32
H -0.26 0.19 -0.30
H 0.01 -0.38 0.11
H -0.16 0.11 -0.07
H 0.26 0.18 0.08
H -0.28 0.21 -0.05
H 0.25 0.18 0.21
C -0.53 0.10 0.65
C 0.07 0.05 -1.06
O 0.27 0.70 -0.47
H -0.03 -0.09 0.10
H 0.18 -0.04 -0.32
H 0.01 -0.06 -0.15
H 0.04 -0.15 0.50
H -0.09 -0.09 0.38
H 0.35 -0.48 0.41
C 0.21 -0.19 0.40
C -0.14 1.10 -0.72
O -0.15 -0.30 0.09
H -0.57 0.01 0.17
H 0.40 0.01 -0.27
H 0.01 -0.30 0.09
H 0.04 -0.35 0.14
H 0.28 -0.06 0.09
H 0.04 0.05 0.03
C -1.58 1.13 0.01
C -0.07 -0.91 -0.66
C -0.76 0.93 -0.23
O 0.24 0.12 0.36
H 0.00 -0.19 0.28
H 0.57 -0.19 -0.11
H 0.52 -0.43 -0.11
H 0.46 -0.08 0.09
H 0.64 -0.45 0.12
H 0.20 0.23 0.29
H -0.08 -0.41 -0.13
H -0.13 0.17 0.08
C -0.01 -0.44 -0.59
C -0.32 -0.33 1.24
C -0.27 -0.44 -0.05
O 0.20 0.17 -0.35
H 0.13 0.26 0.14
H -0.01 0.17 0.19
H 0.27 -0.12 0.01
H -0.15 0.76 -0.09
H 0.01 0.23 -0.06
H 0.03 -0.29 -0.07
H 0.26 0.07 -0.38
H -0.08 -0.05 0.03
C 0.84 0.05 -0.23
C -0.37 0.68 0.90
C -0.59 0.32 -0.73
O 0.20 -0.49 -0.65
H -0.10 0.07 -0.04
H -0.22 -0.11 0.11
H -0.21 0.09 0.08
H -0.30 -0.21 -0.20
H 0.30 -0.11 0.00
H 0.18 -0.10 0.57
H 0.11 -0.23 -0.05
H 0.13 -0.01 0.06
C -0.73 -0.48 -0.83
C 0.31 0.67 -0.06
C -0.01 -0.88 0.46
O 0.43 -0.04 0.06
H 0.21 -0.08 -0.08
H 0.08 -0.15 -0.02
H -0.07 0.28 0.24
H -0.46 0.35 0.13
H 0.07 0.11 0.06
H 0.15 0.13 -0.17
H -0.17 0.14 0.14
H -0.08 0.03 0.01
C 0.37 0.40 0.08
C -2.62 -0.23 0.91
C 1.28 0.45 -0.96
O 1.16 0.16 -0.06
H 0.24 0.01 0.17
H 0.01 -0.14 -0.39
H 0.05 0.29 0.02
H 0.46 -0.69 0.29
H -0.97 0.02 -0.01
H -0.01 -0.57 0.02
H 0.05 0.03 0.10
H -0.15 0.40 -0.04
C 0.93 0.18 -0.86
C -0.33 -0.78 -0.46
C 0.19 0.56 -0.04
O 0.23 0.30 -0.13
H -0.99 0.26 0.66
H -0.67 -0.39 -0.43
H 0.41 -0.02 0.89
H 0.37 -0.02 -0.10
H -0.01 0.02 -0.15
H -0.12 0.13 0.07
H -0.09 -0.16 0.49
H 0.03 -0.08 0.01
C 0.67 -1.01 1.31
C -1.61 0.56 -0.06
C 0.72 -0.94 -1.35
O 0.54 -0.65 -0.24
H 0.00 -0.06 -0.29
H 0.00 0.41 -0.04
H -0.19 0.28 -0.07
H 0.00 0.50 0.32
H -0.29 0.21 -0.18
H 0.26 -0.03 0.51
H 0.00 0.79 0.08
H -0.07 -0.05 0.04